ORCA calculation (the ωB97M-V functional and the def2-TZVPD basis) on 2 unconnected molecules or ions with the total composition C3H8B2FO5.

Summary:
HOMO-LUMO gap ... 5.89 eV
Total energy ... -17551.7515 eV
Total charge ... -1

Positions of all 19 atoms, in Å:
O: 3.810 -0.352 2.681
B: 2.721 0.532 2.429
O: 3.090 1.887 2.433
B: 1.080 0.132 2.094
F: 0.208 0.995 2.942
H: 4.076 -0.736 1.842
H: 2.458 2.291 1.828
H: 0.877 0.460 0.914
H: 0.808 -1.062 2.237
C: -2.306 -0.551 -2.839
C: -2.544 -0.934 -1.391
O: -1.312 -0.590 -0.775
C: -0.699 0.361 -1.524
O: 0.255 0.975 -1.200
O: -1.359 0.505 -2.724
H: -3.203 -0.205 -3.347
H: -1.860 -1.366 -3.415
H: -3.344 -0.348 -0.932
H: -2.753 -1.992 -1.254

Here are the Mulliken charges for atoms 1 to 5, given in e: O -0.59; B 0.01; O -0.60; B 0.82; F -0.46

=====

ORCA calculation (the ωB97M-V functional and the def2-TZVPD basis) on a single C3H8BNO molecule in a non-equilibrium geometry.

Summary:
HOMO-LUMO gap ... 10.58 eV
Total energy ... -7451.2228 eV
Total charge ... 0
Relative energy (zero: lowest compared OMol25 entry of this formula, charge and spin) ... 471.6 kJ/mol
SMILES ... BONCC=C

Positions of all 14 atoms, in Å:
B: 2.630 0.469 -0.490
C: -1.937 0.558 -0.647
C: -1.804 -0.095 0.493
C: -0.383 -0.438 1.037
N: 0.627 -0.881 0.109
O: 1.364 0.399 -0.728
H: 3.233 -0.243 0.108
H: 3.016 1.404 -1.252
H: -2.807 0.618 -1.259
H: -0.943 1.121 -0.936
H: -2.566 -0.723 0.966
H: -0.670 -1.260 1.789
H: 0.062 0.383 1.559
H: 0.179 -1.313 -0.750

Here are the Mulliken charges for atoms 1 to 5, given in e: B 0.28; C -0.55; C -0.18; C -0.35; N -0.27

=====

ORCA calculation (the ωB97M-V functional and the def2-TZVPD basis) on 2 unconnected molecules or ions with the total composition C3H8BNO in a non-equilibrium geometry.

Summary:
HOMO-LUMO gap ... 8.32 eV
Total energy ... -7452.2344 eV
Total charge ... 0
Relative energy (zero: lowest compared OMol25 entry of this formula, charge and spin) ... 374.0 kJ/mol

Positions of all 14 atoms, in Å:
B: 1.725 0.934 0.053
C: 0.241 1.029 -0.265
C: -0.499 0.018 0.338
C: -1.958 0.080 0.138
N: 2.172 -1.190 -0.784
O: 2.444 1.711 0.763
H: -0.354 1.517 -0.996
H: -0.108 -0.821 0.856
H: -2.647 0.234 1.045
H: -2.213 -0.847 -0.317
H: -2.144 0.915 -0.543
H: 2.203 -1.763 0.086
H: 1.188 -1.329 -1.258
H: 3.366 1.526 0.930

Here are the Mulliken charges for atoms 1 to 5, given in e: B 0.38; C -0.49; C 0.14; C -1.08; N -0.74

=====

ORCA calculation (the ωB97M-V functional and the def2-TZVPD basis) on a single C3H8Br2Si molecule in a non-equilibrium geometry.

Summary:
HOMO-LUMO gap ... 8.85 eV
Total energy ... -151201.8090 eV
Total charge ... 0
Relative energy (zero: lowest compared OMol25 entry of this formula, charge and spin) ... 346.0 kJ/mol
SMILES ... C[SiH](C)C(Br)Br

Positions of all 14 atoms, in Å:
C: -1.576 -0.339 -0.837
C: 1.029 1.278 -0.835
C: 0.446 -0.927 1.544
Si: -0.350 0.462 0.373
Br: 1.990 -0.193 2.616
Br: 1.265 -2.782 0.180
H: -2.438 0.291 -1.202
H: -1.162 -0.717 -1.764
H: -2.150 -1.074 -0.374
H: 1.651 1.895 -0.330
H: 1.617 0.390 -1.262
H: 0.627 1.914 -1.721
H: -0.311 -1.547 2.099
H: -0.641 1.349 1.514

Here are the Mulliken charges for atoms 1 to 5, given in e: C -1.06; C -1.00; C -0.48; Si 0.60; Br -0.09

=====

ORCA calculation (the ωB97M-V functional and the def2-TZVPD basis) on a molecular structure, C3H8BrCrNO in a non-equilibrium geometry.

Summary:
HOMO-LUMO gap (alpha / beta) ... 6.14 / 7.99 eV
Total energy ... -105222.8466 eV
Multiplicity ... 5
Total charge ... +2
Expectation value of S² ... 6.1799

Positions of all 15 atoms, in Å:
Cr: -2.514 -2.405 3.219
Br: -1.074 -0.214 2.668
C: 0.394 -1.687 -0.662
C: 0.774 -0.277 -0.951
O: 1.783 0.051 -1.461
N: -0.231 0.828 -0.657
H: -0.561 1.211 -1.550
H: -1.042 0.319 -0.294
C: 0.326 1.927 0.233
H: -0.534 -2.000 -1.155
H: 0.161 -1.916 0.381
H: 1.189 -2.359 -0.973
H: 1.081 2.418 -0.373
H: 0.751 1.506 1.136
H: -0.503 2.598 0.439

Here are the Mulliken charges for atoms 1 to 5, given in e: Cr 1.14; Br -0.15; C -1.09; C 0.67; O -0.36

=====

ORCA calculation (the ωB97M-V functional and the def2-TZVPD basis) on a molecular structure, C3H8BrN2 in a non-equilibrium geometry.

Summary:
HOMO-LUMO gap (alpha / beta) ... 8.81 / 7.31 eV
Total energy ... -76252.7551 eV
Total charge ... +1
Relative energy (zero: lowest compared OMol25 entry of this formula, charge and spin) ... 439.6 kJ/mol

Positions of all 14 atoms, in Å:
C: 0.196 -0.025 0.047
C: 2.313 1.086 0.530
C: -3.479 -1.134 -0.108
N: 0.845 0.899 0.650
N: 0.480 -0.707 -1.029
Br: -2.087 -0.700 0.922
H: 2.938 0.298 1.050
H: 2.570 1.177 -0.584
H: 2.451 2.075 0.979
H: -3.323 -2.141 -0.468
H: -4.245 -0.373 -0.336
H: 0.373 1.550 1.311
H: -0.300 -1.384 -1.346
H: 1.270 -0.621 -1.618

Here are the Mulliken charges for atoms 1 to 5, given in e: C 0.45; C -0.84; C -0.56; N -0.19; N -0.34

=====

ORCA calculation (the ωB97M-V functional and the def2-TZVPD basis) on 2 unconnected molecules or ions with the total composition C3H8BrN2 in a non-equilibrium geometry.

Summary:
HOMO-LUMO gap (alpha / beta) ... 4.69 / 8.44 eV
Total energy ... -76251.6508 eV
Multiplicity ... 3
Total charge ... +1
Expectation value of S² ... 2.0078
Relative energy (zero: lowest compared OMol25 entry of this formula, charge and spin) ... 12.4 kJ/mol

Positions of all 14 atoms, in Å:
C: 2.176 1.010 0.523
C: -2.377 -1.556 -0.026
C: -0.652 0.184 -0.137
N: 2.417 2.016 -0.281
N: -1.027 -1.029 -0.145
Br: 2.757 -0.689 0.134
H: 1.655 1.163 1.457
H: -3.060 -0.766 0.280
H: -2.701 -1.956 -0.990
H: -2.394 -2.360 0.708
H: -1.447 0.925 -0.018
H: 2.077 2.947 -0.077
H: 2.896 1.868 -1.163
H: -0.320 -1.755 -0.265

Here are the Mulliken charges for atoms 1 to 5, given in e: C -0.31; C -0.70; C 0.05; N -0.30; N -0.11

=====

ORCA calculation (the ωB97M-V functional and the def2-TZVPD basis) on a molecular structure, C3H8BrN2 in a non-equilibrium geometry.

Summary:
HOMO-LUMO gap (alpha / beta) ... 6.55 / 5.26 eV
Total energy ... -76249.3390 eV
Multiplicity ... 3
Total charge ... +1
Expectation value of S² ... 2.0060
Relative energy (zero: lowest compared OMol25 entry of this formula, charge and spin) ... 235.4 kJ/mol

Positions of all 14 atoms, in Å:
C: -1.165 0.658 0.001
C: 0.166 -1.574 -0.276
C: 0.088 -0.224 0.416
N: -0.808 1.814 -0.233
N: 1.282 0.703 0.170
Br: -2.681 -0.314 -0.043
H: -0.387 -2.475 0.304
H: -0.474 -1.559 -1.269
H: 1.249 -1.888 -0.544
H: -0.119 -0.387 1.515
H: -1.466 2.545 -0.552
H: 1.990 0.274 -0.494
H: 1.811 0.916 1.084
H: 0.515 1.511 -0.079

Here are the Mulliken charges for atoms 1 to 5, given in e: C -0.04; C -1.23; C 0.21; N -0.49; N -0.38

=====

ORCA calculation (the ωB97M-V functional and the def2-TZVPD basis) on 2 unconnected molecules or ions with the total composition C3H8BrN2O in a non-equilibrium geometry.

Summary:
HOMO-LUMO gap ... 10.36 eV
Total energy ... -78301.5354 eV
Total charge ... +1
Relative energy (zero: lowest compared OMol25 entry of this formula, charge and spin) ... 154.8 kJ/mol

Positions of all 15 atoms, in Å:
C: 0.147 -1.501 0.026
C: -1.807 2.229 0.543
C: -1.055 1.833 -0.426
N: 1.062 -0.617 0.455
N: 0.419 -2.595 -0.567
O: 2.349 -0.874 0.131
Br: 0.798 2.289 -0.521
H: -1.436 2.801 1.304
H: -0.874 -1.226 0.209
H: -2.844 2.137 0.371
H: -1.563 1.321 -1.283
H: 0.713 0.306 0.693
H: -0.265 -3.289 -0.651
H: 1.475 -2.766 -0.603
H: 2.881 -0.046 0.320

Here are the Mulliken charges for atoms 1 to 5, given in e: C 0.04; C -0.31; C -0.53; N 0.07; N -0.27

=====

ORCA calculation (the ωB97M-V functional and the def2-TZVPD basis) on 2 unconnected molecules or ions with the total composition C3H8BrN3 in a non-equilibrium geometry.

Summary:
HOMO-LUMO gap ... 9.78 eV
Total energy ... -77749.6290 eV
Total charge ... 0
Relative energy (zero: lowest compared OMol25 entry of this formula, charge and spin) ... 97.5 kJ/mol

Positions of all 15 atoms, in Å:
C: -2.040 1.215 0.157
C: -0.737 0.873 0.189
C: -3.194 0.304 -0.127
N: 4.066 -1.460 -0.016
N: 1.768 -1.484 0.102
N: 2.895 -0.966 -0.073
Br: 0.773 2.170 -0.025
H: -2.146 2.225 0.029
H: -0.187 0.012 0.400
H: -2.788 -0.765 -0.313
H: -3.833 0.635 -0.926
H: -3.829 0.314 0.787
H: 4.641 -0.727 -0.402
H: 1.898 -2.468 0.332
H: 2.713 0.123 -0.115

Here are the Mulliken charges for atoms 1 to 5, given in e: C 0.04; C -0.49; C -0.88; N -0.73; N -0.64

=====

ORCA calculation (the ωB97M-V functional and the def2-TZVPD basis) on a molecular structure, C3H8BrNOS in a non-equilibrium geometry.

Summary:
HOMO-LUMO gap ... 8.27 eV
Total energy ... -87653.6779 eV
Total charge ... 0
Relative energy (zero: lowest compared OMol25 entry of this formula, charge and spin) ... 140.3 kJ/mol

Positions of all 15 atoms, in Å:
C: -0.337 0.848 -0.955
C: -0.860 0.306 1.569
C: -1.099 0.148 0.119
N: 0.829 -1.905 -0.926
O: -0.421 -2.380 1.257
S: -0.686 -2.226 -0.211
Br: -3.059 0.103 -0.223
H: -0.934 0.846 -2.014
H: -0.113 1.898 -0.773
H: 0.581 0.286 -1.100
H: -0.663 -0.680 2.024
H: -1.689 0.765 2.038
H: 0.019 0.870 1.794
H: 0.953 -2.296 -1.879
H: 1.529 -1.938 -0.250

Here are the Mulliken charges for atoms 1 to 5, given in e: C -1.07; C -1.07; C 0.37; N -0.54; O -0.61

=====

ORCA calculation (the ωB97M-V functional and the def2-TZVPD basis) on a molecular structure, C3H8BrOPS in a non-equilibrium geometry.

Summary:
HOMO-LUMO gap ... 9.04 eV
Total energy ... -95454.8830 eV
Total charge ... 0
Relative energy (zero: lowest compared OMol25 entry of this formula, charge and spin) ... 138.2 kJ/mol

Positions of all 15 atoms, in Å:
C: 0.408 2.489 0.229
C: 1.163 -2.646 0.074
C: -0.723 1.427 -0.080
O: -0.182 0.070 0.161
P: -0.027 -1.018 -1.037
S: 0.468 -0.269 -2.750
Br: -2.128 -1.784 -0.972
H: 0.555 2.752 1.249
H: 1.297 1.987 -0.229
H: 0.236 3.315 -0.390
H: 1.540 -2.132 0.917
H: 0.413 -3.537 0.263
H: 1.733 -2.953 -0.770
H: -0.994 1.621 -1.086
H: -1.592 1.528 0.592

Here are the Mulliken charges for atoms 1 to 5, given in e: C -0.98; C -0.87; C -0.46; O -0.28; P 0.60

=====

Question: What is the total energy in the ninth record?
Answer: -78301.5354 eV

=====

Question: Among the records above, which one has the lowest total energy?
Answer: C3H8Br2Si